7 unconnected molecules or ions with the total composition C25H69N6O7 in a non-equilibrium geometry. Source: the Open Molecules 2025 dataset; level of theory: ωB97M-V with the def2-TZVPD basis set.

The gap between HOMO and LUMO is 3.70 eV. The spin multiplicity is 1. The value obtained for the LUMO energy is 1.90 eV. The value obtained for the energy above the lowest of the compared OMol25 structures with the same formula, charge and spin is 422.4 kJ/mol. The value obtained for the largest force on an atom is 3.72 eV Å⁻¹. For the total energy, the calculation gives -50308.1097 eV. The charge is -1.

Each line ends with the Löwdin charge.
Atoms and positions in Å:
O  8.013916  -5.240739  -0.768410  -0.18
O  -7.504757  -4.761024  4.177179  -0.19
O  3.481448  0.102100  7.547028  -0.17
O  0.015235  0.679329  3.245500  -0.52
O  0.913485  8.365661  1.627543  -0.18
O  -2.575966  -0.617303  -7.814880  -0.20
O  1.586146  4.176950  -4.568963  -0.19
N  1.289639  7.497482  -5.991150  0.02
N  -1.689752  -2.928033  -6.442084  0.02
N  -10.552011  -6.698754  3.510745  -0.01
N  1.095978  -1.313121  7.800150  0.03
N  -0.680390  6.212707  2.161092  0.04
N  4.482963  -4.178605  0.029985  0.03
C  -1.952805  -1.793338  -4.380723  -0.08
C  0.130855  -0.085278  2.062764  -0.49
C  6.421241  -3.280276  1.213059  -0.04
C  2.294918  -2.103473  7.710920  -0.43
C  -9.705386  -5.828059  1.623708  -0.07
C  -2.123686  6.583181  0.370581  -0.10
C  8.633221  -6.487064  -1.061927  -0.14
C  -1.860487  0.015651  -8.808598  -0.16
C  1.584869  9.482243  1.197045  -0.19
C  6.630071  -5.405484  -0.256014  -0.17
C  2.006054  5.474854  -4.800718  -0.22
C  -6.743916  -4.387503  3.020228  -0.09
C  1.481310  5.461404  -7.323290  -0.06
C  4.268141  0.091516  8.731551  -0.12
C  2.535246  3.305266  -4.053007  -0.12
C  -2.356926  -1.746546  -5.838471  -0.41
C  5.911106  -4.069333  -0.026110  -0.45
C  -0.455395  8.382843  1.028420  -0.15
C  -0.719029  6.892017  0.852682  -0.41
C  -9.276930  -6.113420  3.126437  -0.38
C  3.399616  -1.241883  7.026416  -0.19
C  1.938916  -3.359238  6.844960  -0.07
C  1.077424  6.082444  -5.940265  -0.42
C  -8.885529  -4.880826  3.984903  -0.21
C  -1.870786  -0.422135  -6.563803  -0.17
H  -1.596828  6.408898  2.537582  0.06
H  1.943586  6.026813  -3.862877  0.12
H  2.452993  5.792549  -7.689719  0.07
H  6.732269  -3.952690  2.012571  0.07
H  0.651247  7.727023  -6.739393  0.07
H  -7.332059  -3.751444  2.358698  0.08
H  -9.788855  -6.759469  1.063711  0.07
H  -0.652103  9.071927  0.207087  0.12
H  6.153849  -3.496737  -0.921270  0.12
H  -0.796380  -0.250434  -6.629172  0.12
H  0.847523  5.628222  -8.194249  0.06
H  -0.771416  5.211034  2.069028  0.08
H  5.596949  -2.718376  1.652276  0.07
H  -2.344186  6.829434  -0.668094  0.06
H  0.018516  6.456778  0.178386  0.14
H  -0.417982  0.142566  1.149001  0.00
H  -2.018024  -3.129630  -7.375729  0.06
H  3.964635  -0.538763  9.567459  0.08
H  8.583216  -7.121455  -0.176964  0.08
H  1.720401  9.636016  0.126499  0.08
H  -2.433318  5.538153  0.381805  0.08
H  6.440599  -5.960575  0.662733  0.12
H  -2.221838  0.459134  -6.026938  0.12
H  8.277943  -7.108733  -1.883763  0.08
H  -0.931385  -1.426415  -4.279862  0.08
H  2.998831  3.670123  -3.136455  0.09
H  -3.430245  -1.819871  -6.013631  0.14
H  -10.580122  -5.177759  1.630652  0.08
H  3.156214  -1.120540  5.970895  0.13
H  2.616792  -2.382708  8.714168  0.12
H  1.975747  2.462920  -3.646168  0.09
H  5.131556  -0.472067  8.378014  0.07
H  0.379753  -1.756267  8.357590  0.07
H  -1.475841  1.013296  -8.596811  0.09
H  -9.322275  -4.898637  4.983420  0.12
H  -1.058359  -0.673087  -9.073797  0.08
H  0.061424  5.831415  -5.635585  0.13
H  2.818747  -3.942458  6.573182  0.06
H  -5.786875  -3.946583  3.299051  0.09
H  3.303485  3.088619  -4.795291  0.09
H  1.124827  10.428277  1.482515  0.08
H  1.157498  0.052722  1.723552  0.01
H  0.900191  7.865226  -5.134873  0.07
H  3.018541  5.579294  -5.190675  0.12
H  4.327493  -1.812259  6.983758  0.11
H  9.661679  -6.252719  -1.336612  0.08
H  -2.073646  -2.778447  -3.930107  0.08
H  -10.899303  -7.167286  2.686144  0.05
H  -2.961968  7.047214  0.890256  0.08
H  -0.001533  -1.145647  2.277682  0.01
H  2.553618  9.373036  1.684581  0.09
H  -11.224733  -5.963925  3.676832  0.06
H  1.417942  -3.089192  5.926393  0.08
H  -8.851429  -5.290347  1.211727  0.05
H  7.325569  -2.687416  1.075884  0.07
H  -6.488381  -5.228393  2.375461  0.08
H  -0.741305  -2.672342  -6.676966  0.06
H  -2.451024  -0.041270  -9.722993  0.09
H  -2.597022  -1.039586  -3.928018  0.08
H  4.623876  1.051226  9.106398  0.08
H  -8.483903  -6.852181  3.242433  0.14
H  -1.039473  8.825143  1.835470  0.12
H  1.530139  4.373530  -7.275793  0.07
H  0.767422  -1.115250  6.865807  0.09
H  1.353110  -4.080550  7.414726  0.06
H  4.026866  -4.633762  -0.747757  0.07
H  6.137508  -5.971508  -1.046655  0.11
H  -9.244920  -3.938241  3.572005  0.12
H  4.026127  -3.289783  0.176301  0.08

Forces on the atoms, in the same order (eV/Å):
O -1.713 -0.369 0.839
O 1.126 0.088 -0.249
O 0.118 -0.924 0.673
O -0.762 -0.566 -1.471
O -2.210 0.369 -2.047
O 0.664 1.421 1.451
O -0.654 -0.294 -0.445
N -0.289 0.290 -0.304
N -0.174 0.016 -0.713
N -0.573 -0.999 2.137
N -0.031 0.781 0.732
N 0.407 0.525 0.521
N -0.976 -0.938 0.800
C -0.784 1.222 -0.145
C 1.118 1.256 2.519
C -0.026 -0.948 0.233
C -0.336 -0.281 -1.358
C 3.463 1.140 0.740
C -1.427 0.065 -2.030
C 0.378 0.308 0.665
C 0.262 -1.109 -1.996
C 1.417 0.889 0.546
C -0.053 0.101 -0.907
C -0.824 0.905 -1.447
C -0.489 -0.484 -0.148
C -0.118 -0.486 0.349
C 1.367 -1.213 -0.870
C -0.067 -0.187 1.036
C 2.385 -0.188 -0.433
C 1.558 1.375 -1.026
C 1.294 -1.113 2.450
C -1.829 -0.779 0.303
C -1.910 0.546 -1.529
C -1.366 0.374 -0.331
C 1.294 -0.221 0.627
C 1.711 -1.993 0.472
C -0.080 -0.085 -0.478
C -2.535 -1.867 0.833
H -0.089 0.382 0.670
H -0.085 0.484 0.039
H 0.235 0.253 0.560
H -0.210 -0.451 0.049
H -0.001 1.099 -0.128
H 0.042 0.579 0.207
H -0.360 0.100 0.103
H 0.804 -0.422 -0.629
H 0.486 0.418 -0.143
H 0.232 -0.758 -0.443
H -0.663 0.480 0.352
H 0.618 -0.363 -0.442
H 0.192 0.383 -0.224
H 0.316 0.423 -0.411
H 0.092 0.109 0.071
H -1.092 0.437 -0.276
H -0.744 0.036 -0.136
H -1.049 0.214 0.111
H 0.346 -0.128 0.148
H 0.065 -0.740 -0.485
H 0.749 -0.341 0.327
H 1.095 -0.473 0.289
H -0.459 0.227 -0.117
H -0.877 0.441 -0.349
H 0.136 -0.270 0.134
H 0.383 0.582 -0.003
H 0.065 -0.001 0.185
H 0.035 -0.268 -0.182
H -0.420 0.168 -0.034
H 0.018 -0.156 0.047
H 0.200 -0.487 -0.714
H 0.961 0.246 0.459
H -0.076 -0.081 -0.246
H -0.229 0.085 0.090
H -0.027 -0.572 0.053
H 0.916 0.334 0.038
H -0.243 -0.313 -0.328
H 0.337 0.039 -0.236
H -0.364 0.238 0.313
H 0.049 -0.427 0.038
H -0.230 0.220 0.627
H 0.905 -0.420 -0.564
H -0.058 0.508 0.081
H 0.389 -0.345 0.100
H 0.542 0.276 0.596
H 0.082 -0.011 0.336
H -0.034 0.216 -0.080
H -0.247 -0.310 0.317
H 0.383 0.528 0.609
H -0.175 -0.779 -0.225
H 0.263 0.573 -0.224
H -0.094 0.162 0.200
H -0.009 0.165 0.133
H -0.171 0.287 -0.850
H -0.341 0.279 -0.530
H -0.072 -0.551 0.174
H 0.545 0.076 0.549
H -0.334 0.703 0.003
H 0.092 -0.137 0.790
H -0.609 0.226 -0.436
H 0.045 0.019 -0.242
H -0.586 -0.353 0.167
H 0.022 -0.082 0.355
H -0.368 0.201 -0.006
H -0.387 0.273 0.091
H 0.337 -0.030 -0.149
H -0.441 0.030 -0.104
H -0.318 0.115 -0.560
H 0.145 0.025 0.091